Version w
DFT (ωB97M-V/def2-TZVPD) results for 2 unconnected molecules or ions with the total composition C4H14N2.

```
! wB97M-V def2-TZVPD RIJCOSX def2/J DEFGRID3
* xyz 0 1
C 3.67 2.02 -0.80
C 2.23 2.32 -0.36
C 1.27 1.06 -0.36
H 3.97 1.11 -0.29
H 3.70 2.05 -1.89
H 4.39 2.79 -0.52
H 2.23 2.66 0.67
H 1.70 3.04 -0.99
H 1.73 0.10 -0.53
H 0.41 1.24 -1.00
H 0.80 1.17 0.63
N -2.83 -2.91 1.63
C -3.22 -2.61 0.26
N -2.73 -1.27 -0.18
H -3.55 -2.84 2.33
H -2.02 -2.43 1.94
H -4.24 -2.44 -0.05
H -2.71 -3.36 -0.35
H -1.83 -1.12 -0.61
H -2.97 -0.56 0.47
*
```

Computed properties:
- Frontier orbital gap: 0.350 Ha
- E_HOMO: -8.52 eV

=====

Version x
DFT (ωB97M-V/def2-TZVPD) results for 2 unconnected molecules or ions with the total composition C4H14N2.

```
! wB97M-V def2-TZVPD RIJCOSX def2/J DEFGRID3
* xyz 0 1
C -3.20 2.26 1.08
N -1.94 1.76 0.53
C -0.92 1.55 1.57
H -3.48 1.64 1.93
H -3.14 3.31 1.40
H -3.96 2.13 0.32
H -1.55 2.43 -0.11
H -0.98 2.27 2.37
H 0.06 1.59 1.10
H -1.01 0.53 1.94
C 3.05 -1.28 -1.29
N 2.12 -2.10 -0.53
C 0.90 -2.46 -1.29
H 3.62 -1.81 -2.06
H 2.47 -0.48 -1.75
H 3.72 -0.74 -0.61
H 2.56 -2.97 -0.27
H 0.82 -3.55 -1.30
H 0.85 -2.03 -2.28
H 0.03 -2.05 -0.77
*
```

Computed properties:
- Frontier orbital gap: 0.360 Ha
- E_HOMO: -8.69 eV

=====

Version y
DFT (ωB97M-V/def2-TZVPD) results for 2 unconnected molecules or ions with the total composition C4H14N2.

```
! wB97M-V def2-TZVPD RIJCOSX def2/J DEFGRID3
* xyz 0 1
C 3.02 -3.49 -0.93
C 1.59 -3.96 -1.14
N 0.64 -3.08 -0.44
H 3.26 -3.49 0.14
H 3.73 -4.15 -1.41
H 3.23 -2.50 -1.33
H 1.35 -3.93 -2.20
H 1.53 -4.99 -0.78
H -0.19 -3.62 -0.20
H 1.04 -2.80 0.44
C -1.32 2.76 1.26
C -1.84 4.17 0.92
N -3.10 4.07 0.17
H -0.23 2.75 1.19
H -1.55 2.54 2.30
H -1.75 1.96 0.66
H -2.04 4.70 1.85
H -1.09 4.70 0.35
H -3.33 4.96 -0.26
H -2.96 3.41 -0.59
*
```

Computed properties:
- Frontier orbital gap: 0.380 Ha
- E_HOMO: -9.21 eV

=====

Sorted by energy, starting with the most stable: version y, version w, version x.